Here is a molecular structure, C47H58IKN9OP2 in a non-equilibrium geometry from the OMol25 dataset. Energies are from the ωB97M-V functional and the def2-TZVPD basis.

Properties
multiplicity = 1
largest force on an atom = 0.0481 Eh/bohr
total charge = -1
E = -3974.12377 Eh
relative energy (zero: lowest compared OMol25 entry of this formula, charge and spin) = 133.3 kJ/mol
LUMO = 1.8 eV
orbital gap = 5.59 eV

Last column: Löwdin charge in e.
Positions of all 119 atoms, in Å:
K  1.60940  -1.10976  0.52455  0.47
C  -4.25554  -2.40280  -0.67578  -0.14
C  -3.01191  -3.27022  -0.86446  -0.54
C  -3.44282  -4.53899  -1.56051  -0.12
P  -1.57501  -2.28473  -1.55212  1.10
C  -1.69368  -2.04989  -3.39610  -0.57
C  -1.96936  -0.58560  -3.66146  -0.16
C  -2.57702  -3.00712  -4.20884  -0.12
C  -0.39831  -3.62186  -1.37494  -0.35
C  0.09586  -4.36209  -2.50251  -0.04
C  1.02500  -5.39828  -2.38084  -0.29
C  1.56173  -6.18109  -3.52953  -0.07
C  1.35769  -5.75360  -1.05966  -0.08
C  0.92653  -5.05426  0.01178  -0.04
C  0.07524  -3.89434  -0.09343  -0.40
N  -0.27165  -3.09228  0.92901  -0.06
C  -0.57259  -3.60987  2.17602  -0.28
C  -1.15511  -4.95999  2.36503  -0.02
C  -1.66551  -5.34266  3.58963  -0.08
C  -1.64500  -4.48501  4.68823  -0.28
C  -2.25694  -4.91082  6.00877  -0.07
C  -1.03201  -3.22681  4.49630  -0.09
C  -0.51841  -2.75335  3.29795  -0.30
P  0.07003  -1.00096  3.19723  1.03
C  1.17084  -0.77454  4.64897  -0.59
C  2.62105  -1.12690  4.18145  -0.13
C  0.89313  -1.37448  6.00613  -0.13
C  -1.54509  -0.09413  3.51254  -0.53
C  -2.43620  -0.61585  2.37310  -0.16
C  -2.36073  -0.03834  4.81268  -0.10
H  -5.07008  -2.97791  -0.23637  0.07
H  -4.69236  -2.16604  -1.65268  0.06
H  -4.17231  -1.45714  -0.13870  0.06
H  -2.57871  -3.50476  0.09218  0.07
H  -3.97152  -4.41463  -2.51530  0.06
H  -4.03958  -5.15200  -0.87261  0.08
H  -2.51725  -5.06754  -1.85290  0.07
H  -0.62611  -2.21082  -3.71876  0.10
H  -2.79116  -0.24419  -3.06602  0.05
H  -2.17671  -0.40030  -4.71236  0.07
H  -1.09435  0.01130  -3.41977  0.04
H  -3.59463  -2.93816  -3.91318  0.04
H  -2.21693  -4.05416  -4.13120  0.07
H  -2.50617  -2.74789  -5.29650  0.08
H  -0.28513  -3.97257  -3.45925  0.08
H  1.85950  -5.58392  -4.35956  0.06
H  0.89282  -6.94880  -3.89197  0.07
H  2.47367  -6.69479  -3.17434  0.08
H  1.99401  -6.64491  -0.86708  0.12
H  1.27582  -5.26718  1.03317  0.12
H  -1.19312  -5.65136  1.55481  0.09
H  -2.23633  -6.25150  3.57702  0.10
H  -1.67164  -4.70349  6.86954  0.05
H  -2.39801  -5.94792  5.90275  0.04
H  -3.31436  -4.54610  6.21171  0.09
H  -1.18443  -2.62208  5.35818  0.06
H  1.25933  0.33942  4.72830  0.11
H  2.64782  -2.19429  3.94349  0.08
H  3.30486  -1.00271  5.04241  0.08
H  2.90207  -0.47435  3.36557  0.02
H  1.05681  -2.46890  5.90389  0.09
H  -0.07188  -1.01593  6.40613  0.07
H  1.68166  -0.97949  6.62698  0.06
H  -1.21558  0.90212  3.22346  0.06
H  -2.96346  -1.57994  2.61063  0.10
H  -1.97791  -0.81430  1.40907  0.04
H  -3.28109  0.10611  2.26384  0.08
H  -2.34796  -0.98977  5.29088  0.04
H  -3.38779  0.24706  4.57272  0.07
H  -1.88305  0.61719  5.53615  0.07
C  -2.48473  3.31276  -0.45769  -0.06
N  -1.22509  2.70600  -0.04714  -0.14
C  -0.43313  1.89763  -0.76847  -0.17
N  0.61435  1.50646  -0.11170  0.07
C  0.43480  2.21772  1.04976  -0.21
N  -0.66152  2.94573  1.14631  0.12
C  -2.33937  4.79200  -0.59674  -0.19
C  -3.42052  5.62563  -0.78970  -0.05
C  -3.26355  6.96126  -1.08225  -0.06
C  -1.96022  7.49494  -1.16425  -0.01
C  -0.85355  6.69263  -0.91164  -0.14
C  -1.08665  5.37945  -0.61785  0.03
C  0.49281  7.15933  -1.17077  -0.32
N  0.88732  8.38849  -1.35641  0.12
N  2.24987  8.25288  -1.58375  0.11
C  2.51935  6.99822  -1.53089  -0.28
O  1.40254  6.21421  -1.38716  0.14
C  3.76807  6.24974  -1.70679  -0.12
C  5.00968  6.82576  -1.51889  -0.03
C  6.12144  6.03532  -1.70186  -0.09
C  6.03743  4.69419  -2.02252  -0.02
C  4.78440  4.10080  -2.23587  -0.16
C  4.52982  2.69665  -2.72340  -0.11
N  3.23921  2.50207  -3.23777  -0.17
C  2.22676  1.84176  -2.66406  -0.14
N  1.14735  1.93901  -3.40861  0.08
C  1.58732  2.74491  -4.44642  -0.22
N  2.85052  3.03252  -4.42174  0.11
C  3.65989  4.90303  -2.13456  0.05
H  -3.25271  3.16560  0.26763  0.12
H  -2.77102  2.88155  -1.39354  0.13
H  -0.47415  1.82870  -1.84839  0.10
H  1.20103  2.20817  1.82801  0.11
H  -4.40378  5.18025  -0.89542  0.12
H  -4.10266  7.62278  -1.31695  0.11
H  -1.82471  8.51628  -1.34652  0.09
H  -0.26466  4.71410  -0.43338  0.11
H  5.09647  7.83788  -1.13481  0.12
H  7.11119  6.46465  -1.65387  0.10
H  6.93093  4.09349  -2.24098  0.12
H  4.66615  1.93330  -1.96618  0.05
H  5.20402  2.48128  -3.55052  0.14
H  2.35752  1.19364  -1.82972  0.08
H  0.92141  3.14423  -5.23293  0.11
H  2.68977  4.47102  -2.46313  0.13
I  4.74814  0.94455  0.77210  0.46
C  4.11913  -0.60380  -0.64456  -0.75
H  4.53042  -1.46863  -0.06303  -0.12
H  4.77055  -0.33289  -1.45450  -0.15